{"formula": "C21H48HfO3P2", "method": "ωB97M-V/def2-TZVPD", "elements": ["Hf", "C", "O", "C", "O", "P", "C", "H", "C", "H", "C", "H", "C", "P", "H", "H", "C", "H", "C", "H", "H", "H", "C", "H", "H", "H", "C", "H", "H", "H", "C", "H", "H", "H", "C", "H", "H", "H", "C", "H", "H", "H", "C", "H", "H", "H", "C", "H", "C", "H", "H", "C", "H", "H", "H", "C", "H", "H", "H", "C", "H", "H", "H", "C", "H", "H", "H", "H", "H", "C", "O", "H", "H", "H", "H"], "coordinates": [[0.24, 1.05, 0.10], [0.84, 0.20, -1.67], [1.12, -0.29, -2.71], [1.44, 2.68, -0.72], [2.02, 3.59, -1.18], [-2.08, 0.95, -1.11], [-3.52, 1.66, -0.11], [-4.27, 2.00, -0.84], [-1.90, 2.23, -2.45], [-1.11, 2.88, -2.04], [-3.02, -0.48, -1.82], [-3.23, -1.07, -0.91], [2.45, -2.58, 0.46], [2.13, -0.82, 1.01], [3.40, -1.38, 3.06], [1.50, -3.05, 0.79], [3.79, -0.02, 0.62], [4.56, -0.78, 0.84], [-1.34, 1.65, -3.73], [-2.10, 1.09, -4.28], [-0.47, 1.02, -3.59], [-1.00, 2.48, -4.37], [-3.12, 3.08, -2.82], [-2.82, 3.73, -3.65], [-3.45, 3.70, -1.98], [-3.97, 2.48, -3.16], [-4.35, -0.20, -2.55], [-5.05, 0.34, -1.91], [-4.78, -1.18, -2.81], [-4.19, 0.36, -3.48], [-2.13, -1.33, -2.71], [-2.50, -2.36, -2.71], [-1.09, -1.35, -2.39], [-2.13, -1.01, -3.75], [-4.23, 0.73, 0.91], [-4.97, 0.09, 0.42], [-4.77, 1.30, 1.68], [-3.49, 0.10, 1.42], [-3.01, 2.89, 0.65], [-2.39, 2.59, 1.50], [-3.85, 3.46, 1.09], [-2.40, 3.57, 0.05], [3.65, -3.38, 1.03], [3.65, -3.39, 2.13], [4.60, -2.96, 0.67], [3.57, -4.41, 0.64], [2.52, -2.74, -1.05], [3.51, -2.51, -1.46], [2.01, 0.09, 3.67], [1.79, -2.13, -1.58], [2.34, -3.79, -1.33], [1.40, -2.26, 3.42], [0.96, 0.02, 3.96], [2.61, 0.18, 4.58], [2.16, 1.00, 3.10], [2.34, -1.15, 2.86], [1.38, -2.24, 4.53], [1.72, -3.25, 3.11], [0.37, -2.12, 3.09], [4.08, 1.24, 1.43], [3.33, 2.02, 1.27], [5.02, 1.69, 1.11], [4.17, 1.06, 2.50], [3.88, 0.35, -0.86], [3.69, -0.48, -1.54], [4.88, 0.74, -1.10], [3.19, 1.16, -1.10], [-1.11, -3.53, 0.62], [-1.77, -3.16, 0.62], [-1.55, 1.05, 3.43], [-0.73, 1.27, 2.23], [-1.68, -0.02, 3.53], [-2.52, 1.54, 3.36], [-1.06, 1.48, 4.31], [-0.33, 2.13, 2.39]], "relative_energy_kj_mol": 69.2, "orbital_gap_ev": [4.831, 4.831], "total_charge": 4}


{"formula": "C21H48INO2P3Ru", "method": "ωB97M-V/def2-TZVPD", "elements": ["C", "C", "H", "H", "H", "O", "I", "Ru", "P", "C", "C", "H", "H", "H", "H", "H", "H", "C", "H", "H", "H", "P", "C", "C", "H", "H", "H", "C", "H", "H", "H", "H", "H", "H", "C", "O", "C", "C", "C", "C", "P", "N", "C", "C", "C", "C", "C", "C", "C", "C", "H", "H", "H", "H", "H", "H", "H", "H", "H", "H", "H", "H", "H", "H", "H", "H", "H", "H", "H", "H", "H", "H", "H", "H", "H", "H", "H"], "coordinates": [[-3.04, -5.09, -1.87], [-1.96, -4.85, -1.00], [-3.17, -6.18, -2.04], [-2.88, -4.61, -2.85], [-3.96, -4.64, -1.45], [-1.01, -5.03, -0.34], [-2.88, 0.03, -1.74], [-0.93, -1.26, -0.49], [-2.37, -1.69, 1.30], [-1.60, -2.20, 2.88], [-3.43, -0.28, 1.79], [-4.32, -0.68, 2.29], [-4.29, -3.08, 1.72], [-3.74, 0.27, 0.88], [-4.19, -2.61, 0.00], [-1.51, -1.34, 3.56], [-2.89, 0.39, 2.47], [-3.61, -2.95, 0.87], [-2.23, -2.96, 3.37], [-3.11, -3.90, 0.63], [-0.60, -2.62, 2.72], [0.03, -1.73, -2.63], [1.85, -1.94, -2.65], [-0.56, -3.30, -3.32], [-1.37, -0.50, -4.14], [0.24, -0.83, -4.87], [0.02, 0.48, -3.64], [-0.29, -0.52, -3.95], [-1.63, -3.20, -3.55], [-0.01, -3.52, -4.25], [2.14, -2.44, -3.58], [2.17, -2.55, -1.80], [-0.39, -4.12, -2.61], [2.36, -0.96, -2.60], [0.18, -2.61, 0.14], [0.97, -3.36, 0.55], [-0.06, 1.12, 3.14], [1.24, 1.53, 2.42], [1.69, 2.92, 2.93], [2.33, 0.50, 2.78], [0.94, 1.54, 0.56], [0.12, 0.15, 0.14], [-0.11, 3.01, 0.06], [0.65, 4.35, 0.11], [-0.68, 2.88, -1.36], [-1.31, 3.11, 1.01], [2.57, 1.52, -0.36], [3.52, 2.62, 0.16], [3.26, 0.16, -0.18], [2.31, 1.75, -1.85], [0.21, 0.83, 4.17], [-0.54, 0.25, 2.66], [-0.80, 1.93, 3.22], [1.96, 2.80, 3.99], [2.57, 3.32, 2.43], [0.89, 3.67, 2.89], [2.13, -0.49, 2.34], [3.34, 0.83, 2.53], [2.31, 0.37, 3.88], [1.40, 4.45, -0.68], [-0.09, 5.15, -0.06], [1.12, 4.56, 1.08], [-1.24, 1.94, -1.47], [-1.40, 3.70, -1.50], [0.08, 2.95, -2.15], [-1.04, 3.50, 2.00], [-2.03, 3.82, 0.59], [-1.83, 2.15, 1.12], [3.88, 2.42, 1.17], [4.40, 2.64, -0.50], [3.07, 3.62, 0.13], [2.52, -0.66, -0.17], [3.95, 0.00, -1.03], [3.85, 0.12, 0.74], [1.56, 1.05, -2.23], [2.02, 2.78, -2.07], [3.25, 1.56, -2.39]], "relative_energy_kj_mol": 0.0, "multiplicity": 6, "orbital_gap_ev": [6.011, 6.003], "total_charge": 2}


{"formula": "C21H48O15S6", "method": "ωB97M-V/def2-TZVPD", "elements": ["C", "C", "C", "S", "O", "O", "C", "H", "H", "H", "H", "H", "H", "H", "H", "C", "C", "C", "S", "O", "O", "C", "H", "H", "H", "H", "H", "H", "H", "H", "C", "C", "C", "S", "O", "O", "C", "H", "H", "H", "H", "H", "H", "H", "H", "O", "S", "O", "O", "C", "C", "C", "H", "H", "H", "H", "H", "H", "H", "H", "O", "S", "O", "O", "C", "C", "C", "H", "H", "H", "H", "H", "H", "H", "H", "O", "S", "O", "O", "C", "C", "C", "H", "H", "H", "H", "H", "H", "H", "H"], "coordinates": [[12.57, 19.16, 14.18], [13.81, 18.35, 13.71], [13.39, 16.86, 13.91], [11.76, 16.68, 13.31], [10.94, 15.81, 14.16], [11.84, 16.38, 11.89], [11.35, 18.44, 13.60], [12.66, 20.23, 13.86], [12.51, 19.00, 15.26], [14.66, 18.54, 14.35], [14.05, 18.53, 12.71], [13.37, 16.62, 14.94], [14.07, 16.21, 13.39], [10.54, 18.42, 14.31], [10.97, 18.72, 12.66], [14.13, 16.08, 8.57], [15.48, 16.66, 8.92], [15.30, 17.78, 10.02], [13.75, 18.51, 9.46], [13.94, 19.24, 8.20], [13.20, 19.23, 10.59], [12.95, 16.95, 9.06], [13.98, 15.17, 9.09], [14.05, 15.92, 7.51], [15.79, 17.12, 7.98], [16.26, 15.95, 9.26], [16.02, 18.55, 9.88], [15.18, 17.39, 11.02], [12.23, 17.19, 8.27], [12.40, 16.65, 9.98], [13.23, 11.17, 8.29], [14.49, 10.94, 7.53], [15.09, 9.63, 7.99], [13.57, 8.60, 7.88], [13.65, 7.47, 8.77], [13.23, 8.35, 6.48], [12.46, 9.85, 8.46], [12.61, 11.90, 7.77], [13.44, 11.52, 9.29], [15.23, 11.75, 7.67], [14.35, 10.85, 6.41], [15.29, 9.70, 9.02], [15.96, 9.26, 7.43], [12.35, 9.63, 9.56], [11.53, 9.81, 7.86], [13.90, 9.62, 11.51], [14.09, 8.57, 12.49], [15.43, 8.49, 13.04], [12.96, 8.79, 13.56], [12.83, 7.74, 14.55], [11.88, 8.25, 15.66], [13.71, 7.06, 11.80], [13.79, 7.46, 14.91], [12.38, 6.88, 14.12], [12.07, 9.26, 16.02], [11.97, 7.62, 16.57], [10.85, 8.21, 15.35], [14.02, 6.28, 12.55], [14.39, 6.98, 10.93], [12.73, 7.04, 11.48], [9.22, 10.69, 11.71], [8.29, 11.38, 10.81], [8.74, 12.48, 10.04], [7.59, 10.20, 9.86], [8.43, 9.57, 8.88], [8.26, 10.26, 7.53], [6.89, 11.93, 11.74], [8.15, 8.51, 8.88], [9.46, 9.51, 9.30], [8.80, 9.71, 6.77], [8.55, 11.30, 7.52], [7.12, 10.23, 7.29], [6.15, 12.30, 11.04], [7.30, 12.76, 12.35], [6.39, 11.19, 12.34], [14.98, 13.56, 10.51], [15.14, 13.90, 11.93], [15.63, 15.19, 12.35], [13.75, 13.73, 12.55], [12.85, 12.55, 12.19], [11.67, 13.10, 11.40], [16.10, 12.63, 12.63], [12.52, 12.07, 13.09], [13.38, 11.84, 11.55], [12.03, 13.72, 10.56], [11.09, 13.76, 12.00], [11.20, 12.15, 11.06], [15.72, 11.62, 12.55], [16.33, 12.85, 13.73], [17.04, 12.61, 12.02]], "orbital_gap_ev": 9.853, "total_charge": 0, "smiles": "CCOS(C)(=O)=O.CCOS(C)(=O)=O.CCOS(C)(=O)=O.O=S1(=O)CCCC1.O=S1(=O)CCCC1.O=S1(=O)CCCC1"}


{"formula": "C21H49AsLiN7Si3", "method": "ωB97M-V/def2-TZVPD", "elements": ["Li", "N", "C", "C", "C", "N", "C", "C", "N", "C", "H", "H", "H", "H", "H", "H", "H", "H", "H", "H", "H", "H", "H", "H", "H", "H", "N", "C", "C", "N", "C", "C", "N", "C", "C", "N", "H", "H", "H", "H", "H", "H", "C", "Si", "C", "C", "As", "Si", "C", "C", "C", "Si", "C", "C", "C", "H", "H", "H", "H", "H", "H", "H", "H", "H", "H", "H", "H", "H", "H", "H", "H", "H", "H", "H", "H", "H", "H", "H", "H", "H", "H", "H"], "coordinates": [[-0.11, -0.44, 1.41], [1.17, 3.74, 2.19], [1.34, 2.26, 2.49], [1.03, 1.99, 3.95], [1.20, 0.49, 4.27], [0.16, -0.29, 3.59], [2.59, 0.01, 3.83], [2.93, 0.34, 2.37], [2.06, -0.40, 1.44], [2.76, 1.84, 2.13], [0.23, 4.06, 2.45], [1.31, 3.93, 1.20], [1.84, 4.30, 2.72], [0.62, 1.75, 1.86], [0.01, 2.30, 4.20], [1.73, 2.55, 4.59], [1.13, 0.39, 5.35], [-0.75, -0.08, 3.99], [0.32, -1.27, 3.76], [2.68, -1.06, 4.00], [3.34, 0.48, 4.47], [3.98, 0.09, 2.20], [2.20, -1.40, 1.58], [2.35, -0.23, 0.48], [2.98, 2.08, 1.08], [3.48, 2.38, 2.75], [-3.68, -2.24, 1.75], [-3.11, -3.49, 1.73], [-1.77, -3.28, 1.66], [-1.51, -1.94, 1.64], [-2.68, -1.34, 1.70], [-2.81, 0.12, 1.68], [-1.77, 0.92, 1.49], [-2.29, 2.19, 1.49], [-3.64, 2.16, 1.69], [-3.95, 0.83, 1.82], [-4.67, -2.07, 1.79], [-3.70, -4.40, 1.75], [-0.98, -4.02, 1.62], [-1.68, 3.06, 1.28], [-4.38, 2.94, 1.74], [-4.88, 0.48, 1.98], [0.67, 2.80, -1.36], [1.25, 1.29, -2.32], [3.06, 1.02, -1.91], [1.14, 1.61, -4.14], [0.01, -0.47, -1.35], [1.10, -2.37, -2.25], [-0.01, -3.86, -2.11], [2.60, -2.68, -1.17], [1.66, -2.14, -4.01], [-2.06, -0.41, -2.48], [-1.99, -0.26, -4.34], [-3.02, 1.06, -1.82], [-2.99, -1.97, -2.03], [1.31, 3.67, -1.55], [0.67, 2.58, -0.28], [-0.35, 3.08, -1.63], [3.65, 1.85, -2.32], [3.44, 0.10, -2.36], [3.26, 0.98, -0.83], [1.76, 2.47, -4.38], [0.12, 1.82, -4.47], [1.50, 0.75, -4.72], [-0.47, -3.92, -1.11], [0.58, -4.77, -2.27], [-0.81, -3.85, -2.84], [2.30, -3.07, -0.19], [3.21, -1.78, -1.02], [3.24, -3.43, -1.64], [0.86, -1.77, -4.66], [2.00, -3.10, -4.42], [2.50, -1.44, -4.08], [-1.75, 0.75, -4.66], [-2.98, -0.51, -4.74], [-1.27, -0.95, -4.79], [-2.40, 1.96, -1.75], [-3.42, 0.85, -0.83], [-3.85, 1.28, -2.49], [-2.76, -2.78, -2.73], [-4.07, -1.79, -2.09], [-2.76, -2.33, -1.02]], "orbital_gap_ev": 7.934, "total_charge": 2}


{"formula": "C21H49N6O10P", "method": "ωB97M-V/def2-TZVPD", "elements": ["C", "C", "C", "N", "C", "O", "C", "O", "C", "P", "O", "O", "O", "H", "H", "H", "H", "H", "H", "H", "H", "H", "H", "H", "H", "H", "H", "C", "O", "N", "C", "C", "H", "H", "H", "H", "H", "H", "H", "C", "O", "N", "C", "C", "H", "H", "H", "H", "H", "H", "H", "C", "O", "N", "C", "C", "H", "H", "H", "H", "H", "H", "H", "C", "O", "N", "C", "C", "H", "H", "H", "H", "H", "H", "H", "C", "O", "N", "C", "C", "H", "H", "H", "H", "H", "H", "H"], "coordinates": [[1.07, -0.75, 2.18], [0.42, -2.11, 1.54], [0.96, -3.45, 2.29], [2.40, -3.62, 1.93], [3.27, -3.89, 3.09], [4.49, -3.05, 3.10], [4.60, -2.37, 1.83], [4.26, -1.15, 1.85], [5.17, -3.08, 0.52], [4.35, -2.45, -1.09], [4.96, -3.20, -2.31], [2.73, -2.92, -1.02], [4.57, -0.80, -1.35], [0.20, -0.04, 2.39], [1.61, -1.02, 3.15], [1.78, -0.23, 1.44], [0.73, -2.13, 0.43], [-0.74, -2.07, 1.54], [0.37, -4.32, 1.80], [0.75, -3.35, 3.41], [2.49, -4.41, 1.26], [3.67, -4.97, 3.00], [2.74, -3.80, 4.11], [6.30, -3.03, 0.40], [4.86, -4.18, 0.59], [2.42, -3.30, -1.88], [4.43, -0.26, -0.53], [3.84, 2.60, -0.45], [3.16, 1.63, -0.16], [3.85, 3.22, -1.66], [4.69, 4.37, -1.93], [2.99, 2.72, -2.71], [4.53, 3.05, 0.28], [4.06, 5.22, -2.20], [5.37, 4.13, -2.75], [5.28, 4.63, -1.05], [1.95, 2.76, -2.37], [3.25, 1.68, -2.92], [3.10, 3.32, -3.62], [-3.08, 0.32, 1.55], [-1.96, 0.05, 1.16], [-3.77, -0.35, 2.51], [-5.10, 0.04, 2.92], [-3.14, -1.49, 3.16], [-3.65, 1.17, 1.13], [-5.09, 0.29, 3.99], [-5.79, -0.79, 2.75], [-5.44, 0.91, 2.36], [-2.21, -1.17, 3.63], [-2.90, -2.24, 2.40], [-3.81, -1.92, 3.90], [-1.38, 4.95, 0.74], [-2.24, 4.50, 1.48], [-0.59, 4.22, -0.09], [0.41, 4.83, -0.93], [-0.76, 2.78, -0.13], [-1.17, 6.03, 0.70], [0.19, 4.60, -1.98], [1.39, 4.42, -0.67], [0.43, 5.91, -0.80], [-1.79, 2.55, -0.43], [-0.59, 2.37, 0.87], [-0.07, 2.33, -0.84], [0.93, -5.16, -3.51], [0.92, -4.23, -2.72], [1.39, -5.10, -4.79], [1.36, -6.25, -5.67], [1.93, -3.84, -5.28], [0.54, -6.15, -3.24], [2.38, -6.48, -5.98], [0.76, -6.00, -6.55], [0.93, -7.11, -5.17], [2.78, -3.55, -4.66], [1.16, -3.07, -5.22], [2.27, -3.95, -6.32], [-6.76, 2.61, 0.89], [-7.08, 1.52, 1.34], [-7.14, 3.81, 1.40], [-6.71, 5.06, 0.81], [-7.98, 3.84, 2.58], [-6.12, 2.70, -0.01], [-6.15, 5.63, 1.54], [-7.60, 5.63, 0.51], [-6.09, 4.89, -0.07], [-7.47, 3.32, 3.40], [-8.91, 3.32, 2.37], [-8.19, 4.87, 2.87]], "relative_energy_kj_mol": 256.5, "orbital_gap_ev": 9.353, "total_charge": 0, "smiles": "CCCNCOC(=O)CP(=O)(O)O.CN(C)C=O.CN(C)C=O.CN(C)C=O.CN(C)C=O.CN(C)C=O"}


{"formula": "C21H50N2O3P2S2", "method": "ωB97M-V/def2-TZVPD", "elements": ["C", "C", "O", "C", "P", "C", "C", "C", "C", "C", "N", "N", "C", "S", "P", "O", "O", "S", "H", "H", "H", "H", "H", "H", "H", "H", "H", "H", "H", "H", "H", "H", "H", "H", "H", "H", "H", "H", "H", "H", "C", "C", "C", "C", "C", "C", "H", "H", "H", "H", "H", "H", "H", "H", "H", "H", "H", "H", "H", "H", "C", "C", "C", "C", "C", "C", "H", "H", "H", "H", "H", "H", "H", "H", "H", "H", "H", "H", "H", "H"], "coordinates": [[-1.40, 2.55, 3.22], [-0.12, 2.10, 2.54], [0.32, 3.00, 1.53], [-0.17, 2.78, 0.25], [-1.31, 4.09, -0.42], [-2.91, 4.24, 0.44], [-4.11, 4.80, -0.33], [-5.37, 4.72, 0.52], [-5.92, 3.30, 0.63], [-6.70, 3.03, 1.90], [-6.93, 1.59, 2.07], [-0.49, 5.41, 0.69], [0.15, 6.32, 0.26], [0.99, 7.52, -0.34], [-2.11, 2.66, -2.06], [-3.22, 1.68, -1.36], [-0.91, 1.60, -2.46], [-2.74, 3.64, -3.58], [-1.48, 2.11, 4.21], [-2.30, 2.25, 2.66], [-1.40, 3.64, 3.32], [-0.22, 1.10, 2.12], [0.70, 2.06, 3.27], [0.66, 2.72, -0.47], [-0.73, 1.84, 0.20], [-0.97, 4.89, -1.51], [-3.12, 3.24, 0.83], [-2.70, 4.89, 1.29], [-4.27, 4.26, -1.27], [-3.89, 5.84, -0.61], [-5.14, 5.10, 1.53], [-6.12, 5.39, 0.09], [-5.11, 2.57, 0.57], [-6.57, 3.11, -0.24], [-6.11, 3.39, 2.76], [-7.63, 3.60, 1.90], [-7.02, 1.15, 1.16], [-7.80, 1.41, 2.55], [-2.94, 0.81, -1.08], [-1.08, 0.69, -2.20], [2.03, -0.24, -1.73], [1.80, -0.99, -0.42], [2.22, -0.19, 0.82], [3.71, 0.16, 0.87], [4.65, -1.04, 0.80], [4.46, -2.03, 1.95], [3.09, -0.02, -1.88], [1.70, -0.82, -2.59], [1.49, 0.71, -1.74], [2.32, -1.95, -0.45], [0.73, -1.23, -0.33], [1.94, -0.75, 1.71], [1.65, 0.74, 0.85], [3.89, 0.71, 1.80], [3.95, 0.85, 0.06], [5.68, -0.67, 0.81], [4.52, -1.56, -0.15], [4.61, -1.54, 2.91], [5.18, -2.85, 1.88], [3.46, -2.47, 1.94], [2.12, -8.10, -1.25], [2.41, -6.84, -0.45], [1.73, -5.59, -1.01], [2.15, -5.22, -2.44], [3.65, -5.02, -2.64], [4.22, -3.91, -1.76], [2.50, -8.02, -2.28], [2.59, -8.97, -0.80], [1.05, -8.29, -1.31], [3.49, -6.68, -0.39], [2.07, -6.98, 0.58], [1.93, -4.74, -0.35], [0.65, -5.73, -1.00], [1.63, -4.30, -2.72], [1.80, -5.99, -3.14], [3.83, -4.78, -3.69], [4.18, -5.95, -2.44], [3.71, -2.96, -1.96], [5.28, -3.75, -1.95], [4.11, -4.14, -0.70]], "orbital_gap_ev": 8.323, "total_charge": 0, "smiles": "CCOC[PH](CCCCCN)(N=C=S)P(O)(O)=S.CCCCCC.CCCCCC"}